DFT (ωB97M-V/def2-TZVPD) results for a gas-phase ion, C6H9N2 (charge +1) in a non-equilibrium geometry.

Each line ends with the Löwdin charge.
Geometry (Å):
C  -0.16429  0.76801  1.38454  0.02
C  -1.11553  -0.11832  1.09991  -0.02
C  -1.06491  0.14990  -1.20694  -0.08
C  1.27649  -0.45315  -0.06878  -0.07
C  0.17959  -1.51566  -0.01907  -0.10
C  0.56389  0.97496  0.07172  -0.21
N  -1.08173  -0.78476  -0.27729  -0.03
N  -0.35034  1.19842  -1.05668  0.20
H  -0.05007  1.40425  2.19449  0.11
H  -1.92711  -0.55864  1.80781  0.18
H  -1.67287  0.23458  -2.10184  0.17
H  1.91151  -0.45809  0.74609  0.11
H  1.87193  -0.35630  -0.90386  0.10
H  0.44492  -2.10731  -0.88660  0.13
H  0.07194  -2.07340  0.92162  0.15
H  1.33436  1.76036  0.03529  0.17
H  -0.22778  1.93517  -1.74041  0.19

- total charge = +1
- ΔE to the lowest compared entry with this formula, charge and spin (kJ/mol) = 343.38
- HOMO-LUMO gap (eV) = 10.14
- structure (SMILES) = C1=CN2C=[NH+][C@@H]1CC2